# 1
The following is a DFT calculation (wB97M-V/def2-TZVPD) of 2 unconnected molecules or ions with the total composition C6H12N2O in a non-equilibrium geometry.

Last column: Mulliken charge in e.
Positions of all 21 atoms, in Å:
C 1.07 -0.36 1.58  -1.405
C 0.19 -0.98 0.52  -0.175
C -0.76 -0.42 -0.18  0.771
C -1.14 1.10 -0.09  -1.082
C -1.66 -1.38 -0.94  -1.411
H 1.06 0.75 1.61  0.251
H 2.01 -0.82 1.55  0.399
H 0.78 -0.65 2.60  0.354
H 0.25 -2.02 0.30  0.344
H -2.26 1.31 -0.05  0.295
H -0.73 1.48 -0.97  0.330
H -0.58 1.62 0.68  0.297
H -1.45 -2.41 -0.93  0.412
H -1.75 -1.12 -2.03  0.261
H -2.63 -1.39 -0.37  0.359
C 2.63 0.85 -1.29  -0.424
N 1.75 0.25 -1.97  0.267
N 0.88 -0.40 -2.45  0.180
O 0.24 -0.52 -3.53  -0.544
H 2.19 1.31 -0.34  0.209
H 3.59 0.46 -1.28  0.314

energy above the lowest of the compared OMol25 structures with the same formula, charge and spin	148.9	kcal per mole
E	-420.3465	a.u.
SMILES string	CC=C(C)C.C=NN=O
HOMO level	-8.47	eV
largest force on an atom	3.89	eV/Å
gap between HOMO and LUMO	8.81	eV

# 2
The following is a DFT calculation (wB97M-V/def2-TZVPD) of a molecular structure, C6H12N2O in a non-equilibrium geometry.

Last column: Mulliken charge in e.
Positions of all 21 atoms, in Å:
C -2.48 -0.23 -0.24  -0.433
O -1.76 0.41 0.82  -0.538
C -2.61 -1.67 -0.03  -0.365
C -2.73 -2.84 0.19  0.135
H -2.20 0.21 1.65  0.306
H -3.48 0.21 -0.35  0.277
H -1.91 -0.04 -1.15  0.269
H -2.93 -3.86 0.34  0.423
C 2.05 1.83 0.39  -0.965
C 1.59 -0.54 0.72  -0.973
N 1.30 0.66 -0.05  -0.094
C 1.12 0.40 -1.95  0.163
N -0.03 0.55 -2.18  -0.688
H 0.21 0.83 -0.24  0.223
H 2.15 0.24 -2.20  0.309
H 3.11 1.67 0.21  0.312
H 1.91 2.03 1.46  0.305
H 1.71 2.70 -0.17  0.355
H 2.62 -0.85 0.54  0.366
H 1.46 -0.38 1.80  0.318
H 0.89 -1.33 0.41  0.292

energy above the lowest of the compared OMol25 structures with the same formula, charge and spin	114.8	kcal per mole
E	-420.4009	a.u.
HOMO level	-8.21	eV
largest force on an atom	3.43	eV/Å
gap between HOMO and LUMO	8.98	eV

# 3
The following is a DFT calculation (wB97M-V/def2-TZVPD) of a single C6H12N2O molecule in a non-equilibrium geometry.

Last column: Mulliken charge in e.
Positions of all 21 atoms, in Å:
H 0.11 -1.97 -1.55  0.221
N -0.54 -2.11 -0.78  -0.777
C -0.49 -1.17 0.08  0.267
O -1.37 -1.25 1.08  -0.523
C 0.16 0.18 -0.02  1.344
C -0.79 1.36 0.05  -0.519
C -1.81 1.36 -1.09  -1.266
N 1.31 0.33 -0.92  -0.789
C 1.55 0.24 0.52  -0.333
C 2.13 1.43 1.24  -1.407
H -2.14 -1.77 0.63  0.421
H -0.20 2.28 0.01  0.295
H -1.30 1.35 1.02  0.311
H -1.30 1.35 -2.06  0.304
H -2.47 0.49 -1.04  0.286
H -2.44 2.26 -1.04  0.387
H 1.56 -0.53 -1.40  0.291
H 1.94 -0.72 0.87  0.458
H 1.81 2.37 0.79  0.351
H 1.81 1.43 2.30  0.304
H 3.22 1.39 1.22  0.374

energy above the lowest of the compared OMol25 structures with the same formula, charge and spin	30.4	kcal per mole
E	-420.5354	a.u.
SMILES string	[H]/N=C(/O)[C@]1(CC)N[C@H]1C
HOMO level	-9.71	eV
largest force on an atom	2.57	eV/Å
gap between HOMO and LUMO	10.58	eV

# 4
The following is a DFT calculation (wB97M-V/def2-TZVPD) of a single C6H12N2O2 molecule in a non-equilibrium geometry.

Last column: Mulliken charge in e.
Positions of all 22 atoms, in Å:
H -0.21 2.37 1.13  0.396
N 0.58 1.50 0.88  -0.692
C -0.22 0.73 0.32  0.108
O -1.58 1.58 0.44  -0.619
C -0.29 -0.76 0.10  0.304
N 0.46 -1.50 1.11  -0.642
C 0.19 -1.12 -1.30  -0.935
C -0.06 -2.57 -1.65  0.069
O 1.05 -3.47 -1.63  -0.463
C 0.43 -3.19 -2.88  0.140
C 1.23 -2.47 -3.93  -1.299
H -2.17 1.19 -0.21  0.293
H -1.35 -1.06 0.19  0.352
H 1.46 -1.32 1.03  0.256
H 0.17 -1.27 2.06  0.277
H 1.27 -0.90 -1.39  0.390
H -0.33 -0.48 -2.03  0.276
H -0.97 -2.99 -1.20  0.397
H -0.16 -4.03 -3.26  0.402
H 1.90 -1.72 -3.49  0.354
H 1.83 -3.18 -4.51  0.360
H 0.54 -1.96 -4.62  0.276

energy above the lowest of the compared OMol25 structures with the same formula, charge and spin	83.9	kcal per mole
E	-495.7039	a.u.
SMILES string	[H]/N=C(\O)[C@H](N)C[C@@H]1O[C@@H]1C
HOMO level	-9.89	eV
largest force on an atom	5.22	eV/Å
gap between HOMO and LUMO	10.46	eV